# 1
The following is a DFT calculation (ωB97M-V/def2-TZVPD) of a 8-piece molecular cluster, C36H60N8 overall.

HOMO-LUMO gap (alpha / beta) = 7.44 / 3.52 eV
Multiplicity = 2
Net charge = +1
DFT total energy = -50213.170 eV
E_HOMO (alpha / beta) = -10.012 / -10.012 eV
LUMO level (alpha / beta) = -2.57 / -6.49 eV
Relative energy (zero: lowest compared OMol25 entry of this formula, charge and spin) = 44.8 kcal/mol

Geometry (Å):
N 4.725 -1.534 -5.327
N -2.672 -5.080 -2.254
N 0.144 0.515 1.665
N -5.379 2.790 0.345
N -4.435 -3.861 2.940
N 0.117 1.504 4.725
N 4.353 2.027 3.886
N 2.551 4.679 -0.761
C -3.152 -4.149 2.495
C -4.053 3.123 0.075
C 4.617 0.840 3.176
C 0.475 3.335 -0.382
C 3.868 0.316 5.144
C -2.083 1.265 4.334
C -1.066 2.178 4.704
C 4.249 -0.200 3.957
C 3.816 -0.724 -3.416
C -0.429 0.134 0.470
C 3.398 -1.426 -5.621
C -4.232 0.890 0.102
C 3.912 1.692 5.146
C 3.357 3.471 -0.987
C 3.158 5.811 -1.441
C -5.471 1.490 0.442
C 4.626 3.554 -0.165
C 1.555 0.704 1.522
C -1.463 -4.497 -1.605
C -3.412 -7.068 -3.614
C -0.622 -3.667 -2.536
C -3.489 -4.023 -2.845
C 2.837 -1.087 -4.440
C -1.544 0.038 4.299
C -4.067 -3.000 -1.921
C 2.814 7.142 -0.991
C -0.215 0.189 4.502
C -3.438 -1.931 2.285
C -2.253 -6.146 -3.215
C 0.677 -0.102 -0.362
C 1.939 0.201 0.221
C -2.521 -2.974 2.168
C 1.078 4.648 -0.958
C -4.648 -2.548 2.633
C -3.378 1.929 -0.174
C 5.024 -1.152 -3.995
H 3.686 -0.308 -2.428
H 2.906 0.212 -0.259
H -3.283 -2.294 -1.649
H 2.911 7.460 0.047
H -0.318 -4.246 -3.408
H -0.987 3.242 4.866
H 1.032 1.868 4.949
H -1.507 0.076 0.445
H 3.342 7.873 -1.604
H -2.833 -5.181 2.481
H -1.178 -2.766 -2.797
H -0.575 3.517 -0.151
H 4.403 3.777 0.878
H 1.058 2.998 0.475
H -1.542 -6.810 -2.724
H -3.188 -7.969 -4.186
H -1.477 -2.800 1.951
H -5.622 -2.110 2.795
H -4.448 -3.310 -0.948
H 2.679 2.688 -0.647
H 0.559 -0.386 -1.397
H -3.716 4.146 -0.006
H -6.444 1.072 0.650
H 3.703 2.476 5.859
H -2.080 -0.893 4.186
H -2.833 -3.441 -3.493
H 0.744 5.545 -0.437
H 2.040 1.129 2.388
H 0.275 -3.274 -2.059
H -0.208 0.811 2.564
H 3.530 3.270 -2.044
H -3.976 -0.136 -0.118
H 0.856 4.866 -2.002
H 2.934 5.797 -2.508
H 1.799 7.382 -1.308
H -4.267 -4.453 -3.477
H -4.135 -6.538 -4.234
H -2.361 2.034 -0.524
H -6.078 3.462 0.629
H -3.800 -7.483 -2.684
H 4.212 -1.252 3.715
H -3.197 -0.891 2.122
H -5.159 -4.487 3.265
H -4.761 -2.238 -2.274
H 4.231 5.725 -1.274
H -3.104 1.593 4.207
H 0.542 2.501 -1.081
H 6.038 -1.158 -3.621
H 5.525 3.995 -0.595
H -0.845 -5.356 -1.343
H 4.663 2.961 3.661
H -1.729 -5.784 -4.099
H 5.007 2.537 -0.073
H 5.117 0.791 2.220
H 1.766 -0.955 -4.395
H 0.489 -0.629 4.521
H 5.412 -1.846 -5.998
H 3.001 -1.644 -6.601
H 3.531 -0.332 5.940
H -1.610 -4.130 -0.590

---

# 2
The following is a DFT calculation (ωB97M-V/def2-TZVPD) of C26H32BrCdN3O2 as an isolated structure.

HOMO-LUMO gap = 8.05 eV
DFT total energy = -110656.049 eV
E_HOMO = -7.562 eV
LUMO level = 0.48 eV
Relative energy (zero: lowest compared OMol25 entry of this formula, charge and spin) = 0.0 kcal/mol

Geometry (Å):
Cd 0.592 0.876 0.128
Br -1.938 2.761 0.258
O -0.932 0.145 1.469
O -0.475 -0.213 -1.633
N -2.429 -0.815 -0.643
N 2.411 -0.716 0.252
N -2.250 -0.669 -2.946
C 2.327 2.063 -0.235
C 3.582 -0.096 0.050
C 4.746 2.070 -0.447
C -3.573 3.455 5.289
C -2.221 1.364 4.648
C -5.021 3.641 4.814
C 2.369 -2.025 0.484
C 4.723 -2.196 0.339
C 0.488 -1.037 3.636
C -1.669 -0.551 -1.722
C 4.738 3.431 -0.694
C -0.701 -0.765 5.772
C -3.604 2.849 6.692
C 4.766 -0.837 0.093
C -1.518 0.551 3.760
C 2.350 3.434 -0.484
C 3.498 -2.817 0.539
C 3.534 4.120 -0.713
C -1.456 0.928 2.398
C -2.890 4.827 5.374
C -0.896 -0.764 4.250
C -2.821 2.568 4.297
C 3.554 1.377 -0.217
C -2.700 2.969 2.973
C -2.042 2.161 2.071
C -1.843 -1.915 3.879
H -1.433 -2.873 4.210
H -2.599 2.722 7.098
H 3.420 -3.877 0.732
H -1.645 -0.758 6.320
H -1.625 -0.617 -3.732
H 3.521 5.186 -0.904
H -2.003 -0.532 0.246
H -2.820 -1.778 4.346
H -3.430 -0.823 -0.721
H -5.061 4.108 3.829
H -3.080 -1.226 -3.051
H 5.671 3.952 -0.870
H -0.175 -1.676 6.063
H -4.107 1.880 6.700
H -1.982 -1.958 2.796
H -2.876 5.326 4.404
H 1.419 3.990 -0.499
H 5.641 -2.768 0.374
H 0.951 -1.884 4.147
H 1.383 -2.450 0.631
H -4.152 3.514 7.363
H 5.720 -0.358 -0.062
H 0.416 -1.261 2.579
H -3.420 5.473 6.077
H -3.123 3.903 2.629
H -0.106 0.091 6.095
H -5.531 2.678 4.750
H 5.700 1.561 -0.438
H -1.858 4.722 5.713
H -2.287 1.049 5.677
H -5.572 4.277 5.510
H 1.147 -0.172 3.755

---

# 3
The following is a DFT calculation (ωB97M-V/def2-TZVPD) of one molecule with the formula C10H6F6O3.

HOMO-LUMO gap = 9.99 eV
DFT total energy = -32915.803 eV
SMILES = O=C(O)c1ccc(OC(F)(F)[C@@H](F)C(F)(F)F)cc1
E_HOMO = -9.845 eV
LUMO level = 0.15 eV

Geometry (Å):
F 0.555 1.988 -0.567
F 3.316 0.675 1.169
F 3.055 -0.661 -1.147
F 2.174 -1.738 0.488
F 2.098 2.978 0.549
F 2.575 2.002 -1.304
O -4.630 -1.321 1.957
O 0.902 -0.730 -1.077
O -5.375 -0.709 -0.054
C -2.714 -0.535 -1.030
C 2.006 -0.647 -0.311
C -1.400 -0.475 -1.438
C -0.386 -0.802 -0.543
C 1.843 1.908 -0.204
C -2.006 -1.250 1.156
C 2.086 0.616 0.596
C -0.683 -1.196 0.753
C -3.027 -0.917 0.274
C -4.453 -0.964 0.677
H -5.577 -1.337 2.165
H -3.518 -0.285 -1.705
H 0.089 -1.489 1.448
H 1.337 0.558 1.398
H -2.248 -1.558 2.161
H -1.130 -0.182 -2.439

---

# 4
The following is a DFT calculation (ωB97M-V/def2-TZVPD) of C53H60BrN8O5P2Ti as an isolated structure.

HOMO-LUMO gap (alpha / beta) = 5.40 / 8.29 eV
Multiplicity = 3
Net charge = +1
DFT total energy = -189828.831 eV
E_HOMO (alpha / beta) = -7.381 / -10.276 eV
LUMO level (alpha / beta) = -1.98 / -1.99 eV
Relative energy (zero: lowest compared OMol25 entry of this formula, charge and spin) = 10.4 kcal/mol

Geometry (Å):
Br 6.640 1.664 -2.454
Ti 0.071 -1.121 0.613
P -2.131 1.656 1.353
P -0.418 -1.432 -1.879
O 2.409 -1.050 -0.854
O 0.843 1.082 -0.897
O -0.569 -4.994 1.115
O -1.432 0.535 0.662
O 1.262 -0.263 1.526
N -3.437 2.133 0.428
N -1.137 -2.130 4.416
N 2.269 4.932 -1.923
N 0.571 -3.083 0.630
N -1.104 2.950 1.571
N -0.933 -1.633 2.267
N -2.711 1.148 2.853
N 0.511 3.668 -1.377
C -1.414 -3.857 -0.752
C -0.455 -3.888 0.305
C -3.218 -5.115 -1.830
C -3.194 -4.244 -2.920
C 1.814 3.679 -1.611
C 1.272 -3.718 1.777
C 2.809 -3.827 1.742
C 3.051 0.831 4.464
C -2.100 -2.837 3.746
C 2.263 0.280 5.478
C -2.820 -0.245 -2.607
C -3.744 0.134 2.854
C 0.086 4.960 -1.551
C 1.193 5.772 -1.894
C -3.298 0.899 -4.666
C 3.476 -2.479 2.004
C 0.850 -1.968 -3.106
C 2.767 -2.771 -4.969
C 0.731 -0.633 3.825
C 1.096 7.130 -2.132
C 0.204 2.670 2.148
C 0.635 -5.120 1.825
C -1.170 5.554 -1.458
C -1.067 0.156 -4.185
C -1.550 4.318 1.732
C -0.419 -1.408 3.497
C 1.927 -3.705 -4.387
C -3.721 0.373 -3.455
C 1.729 -1.041 -3.669
C 1.552 -0.078 2.789
C 4.820 1.524 -1.910
C 3.001 0.144 -1.178
C -0.158 7.692 -2.014
C 2.695 0.653 3.145
C 2.158 1.267 -1.189
C 3.291 -4.795 2.829
C 4.019 2.637 -1.937
C 0.984 -3.310 -3.452
C -2.760 2.000 4.021
C 2.671 2.525 -1.562
C -1.267 6.911 -1.687
C 3.159 -2.214 -1.166
C -2.325 -3.176 -2.900
C 1.130 -0.428 5.163
C -4.609 2.807 0.934
C -1.971 -2.516 2.432
C -1.471 -2.918 -1.825
C -1.483 -0.393 -2.978
C 4.337 0.276 -1.534
C -1.964 0.802 -5.018
C -2.346 -4.937 -0.789
C -3.180 2.425 -0.964
C 2.677 -1.439 -4.596
H -3.833 -4.405 -3.774
H -2.341 -5.643 0.027
H 3.352 -0.708 -5.018
H -2.302 -2.515 -3.752
H 3.019 -1.688 1.414
H -2.764 -3.501 4.259
H -5.482 2.449 0.382
H -4.002 1.374 -5.332
H 3.466 -2.212 -2.214
H 1.694 -0.005 -3.361
H 0.521 -0.832 5.960
H 0.348 -4.052 -2.992
H -2.612 1.387 4.913
H 2.475 -3.041 -0.986
H 1.964 7.712 -2.399
H 3.065 -5.833 2.601
H 3.937 1.393 4.716
H -0.046 0.062 -4.514
H 4.427 3.574 -2.280
H -4.743 2.595 1.989
H -0.285 8.751 -2.178
H 4.369 -4.704 2.926
H 0.407 1.981 -0.961
H 3.377 -2.226 3.059
H 1.268 -5.853 1.307
H 2.007 -4.747 -4.660
H 0.139 1.894 2.913
H -2.045 4.976 -1.218
H 4.039 -2.305 -0.527
H -0.947 -2.177 5.401
H -3.720 2.518 4.121
H -3.557 -0.585 3.653
H -2.234 7.383 -1.614
H -3.152 -0.648 -1.657
H -3.727 -0.380 1.896
H 2.544 0.407 6.513
H 3.207 5.209 -2.147
H 5.002 -0.568 -1.558
H -4.740 0.562 3.008
H -1.615 1.209 -5.956
H -4.765 0.437 -3.180
H -4.556 3.893 0.802
H 0.602 3.576 2.604
H 3.297 1.066 2.346
H 0.410 -5.477 2.829
H 3.114 -4.218 0.769
H -2.249 1.950 -1.262
H -3.101 3.499 -1.143
H -4.000 2.042 -1.571
H 3.499 -3.078 -5.700
H -2.548 4.441 1.326
H -0.873 4.975 1.180
H 2.840 -4.534 3.783
H 1.027 -3.159 2.696
H 4.538 -2.539 1.773
H -2.575 -2.859 1.610
H -3.900 -5.950 -1.823
H -1.969 2.740 3.980
H 0.893 2.331 1.373
H -1.564 4.635 2.780

---

| no. | strongest force on any atom (eV/A) |
| --- | --- |
| 1 | 5.10 |
| 2 | 0.20 |
| 3 | 1.06 |
| 4 | 4.89 |